Here is a single C2H2N2O molecule at a distorted geometry from the Open Molecules 2025 dataset. Energies are from wB97M-V/def2-TZVPD.

Element x y z (Å)
C: 1.41927 0.64805 0.31580
C: -1.03812 -0.53541 -0.31688
N: 0.42492 0.83286 0.99438
N: -0.92957 0.20891 0.65806
O: 2.48554 0.58927 -0.14337
H: -0.35138 -0.65139 -1.23455
H: -2.01066 -1.09228 -0.27344

For the HOMO-LUMO gap (spin up / spin down), the calculation gives 6.26 / 6.93 eV. Its spin multiplicity is 3. As for the expectation value of S²: 2.02. As for the calculated total energy: -7126.9679 eV. Its energy above the lowest of the compared OMol25 structures with the same formula, charge and spin is 78.5 kcal/mol. The charge is 0.


Here is a molecular structure, C4H7N2OS at a distorted geometry from the Open Molecules 2025 dataset. Energies are from wB97M-V/def2-TZVPD.

Element x y z (Å)
C: -1.22692 -0.69656 1.01170
C: -0.91808 0.55506 1.37610
C: -0.43284 -1.11856 -0.17327
C: 0.49067 0.05701 -0.37426
N: 0.37027 2.28184 0.54457
N: 0.03372 1.09572 0.52029
O: 0.88069 0.53352 -1.55365
S: 2.38516 -0.43059 0.76604
H: -1.95431 -1.33185 1.48478
H: -1.31495 1.17331 2.16144
H: 0.08046 -2.06657 -0.00564
H: -1.07918 -1.25492 -1.04811
H: 1.03866 2.55771 -0.17874
H: 1.07208 -0.15311 -2.20660
H: 3.13792 0.40907 0.05948

For the HOMO-LUMO gap, the calculation gives 7.41 eV. As for the calculated total energy: -20114.4294 eV. Its energy above the lowest of the compared OMol25 structures with the same formula, charge and spin is 70.5 kcal/mol. The charge is +1.


Here is 14 unconnected molecules or ions with the total composition C5H42N3O13 at a distorted geometry from the Open Molecules 2025 dataset. Energies are from wB97M-V/def2-TZVPD.

Element x y z (Å)
N: 0.85595 1.99595 -1.07301
C: 1.08256 1.95885 0.38917
C: -0.04586 1.33597 1.22891
N: -0.74420 0.37617 0.36603
C: -0.00285 -0.89216 0.04819
C: 0.04478 -1.94317 1.15572
C: -0.55312 -1.41665 -1.26903
N: 0.04405 -2.72637 -1.51331
H: 0.10667 1.36181 -1.37725
H: 1.71060 1.76291 -1.57226
H: -1.34900 4.52236 -1.64305
H: 1.31030 2.97052 0.72143
H: 1.98648 1.37076 0.52904
H: -0.86346 2.04013 1.42132
H: 0.36917 0.88921 2.13012
H: -1.66339 0.06345 0.66636
H: 1.02925 -0.52098 -0.01672
H: -0.89888 -2.46849 1.23700
H: 0.99062 -2.48935 1.06364
H: 0.30643 -1.42146 2.06876
H: -1.63689 -1.57344 -1.16525
H: -0.50140 -0.68312 -2.08567
H: -0.26009 -3.09857 -2.40472
H: 1.05722 -2.70163 -1.52756
H: 4.69732 1.84332 -1.27198
H: 3.55005 0.79240 -0.79519
O: 3.81333 1.51843 -1.37078
H: -2.72140 -2.47636 1.17655
H: -3.66978 -1.83951 0.05320
O: -3.25228 -1.71501 0.92748
H: 2.85644 -0.61898 1.53580
H: 4.21656 -0.02263 1.20540
O: 3.47936 -0.46635 0.77803
H: 3.27957 -3.37607 -0.82535
H: 3.35223 -1.90321 -0.28582
O: 3.27551 -2.45367 -1.09023
H: 1.84427 -1.83465 3.27235
H: 1.51044 -0.39310 3.63582
O: 2.11810 -0.93233 3.08538
H: -4.66888 0.22775 -1.11378
H: -4.18450 -0.87227 -2.19268
O: -4.13103 -0.56866 -1.27021
H: -4.98816 0.86055 1.24829
H: -4.30673 -0.38503 1.44783
O: -4.18667 0.56984 1.70011
H: 1.50956 0.45028 -3.64294
H: 1.37245 1.92541 -4.10381
O: 1.02767 1.27714 -3.48722
H: -1.78703 3.11303 -2.01030
H: 0.48631 2.89053 -1.45058
O: -1.10479 3.78967 -2.22103
H: -2.27360 1.05661 -2.53875
H: -2.34424 0.96230 -1.03090
O: -2.44896 1.59250 -1.75303
H: -2.92320 0.61679 3.29648
H: -2.51935 -0.80407 3.71867
O: -2.31413 0.12380 3.86761
H: 0.26012 1.32176 4.44892
H: -0.75714 0.18059 4.66677
O: 0.19928 0.36707 4.53075
H: 2.91055 -1.58614 -2.53019
H: 3.64344 -0.98524 -3.72793
O: 2.80440 -0.95923 -3.26059

For the HOMO-LUMO gap (spin up / spin down), the calculation gives 1.88 / 8.85 eV. Its spin multiplicity is 2. As for the expectation value of S²: 0.75. As for the calculated total energy: -36952.4854 eV. Its energy above the lowest of the compared OMol25 structures with the same formula, charge and spin is 0.0 kcal/mol. The charge is 0.


Here is a molecular structure, C19H31N2SSn at a distorted geometry from the Open Molecules 2025 dataset. Energies are from wB97M-V/def2-TZVPD.

Element x y z (Å)
C: -0.44776 0.72966 -5.15070
C: 0.14242 2.06773 -5.00327
C: 0.38802 -0.37154 -5.63773
C: -1.90539 0.57746 -5.09238
H: 0.44596 -0.38391 -6.74211
H: -0.00744 -1.35093 -5.33255
H: 1.41938 -0.28491 -5.26502
H: 0.18763 2.60089 -5.97133
H: 1.17077 2.01792 -4.61795
H: -0.45564 2.69140 -4.32421
H: -2.37612 0.74109 -6.07963
H: -2.34912 1.30826 -4.40154
H: -2.20457 -0.42848 -4.77050
C: 2.17197 -0.00897 0.05488
C: 2.41343 -0.73347 -1.17077
C: 2.56633 0.21057 -2.21435
H: 2.56623 -1.80902 -1.24916
C: 2.43692 1.51575 -1.67146
C: 2.21866 1.40186 -0.27268
H: 2.20926 2.21135 0.45387
H: 2.18591 -0.42140 1.06374
H: 2.83544 -0.01932 -3.24588
H: 2.59380 2.44539 -2.21804
C: -2.69342 -1.53852 -0.67588
C: -1.54942 -2.29062 -0.26405
C: -0.74175 -2.52947 -1.42608
H: -1.38609 -2.70919 0.72931
C: -1.41024 -1.95610 -2.54449
C: -2.60343 -1.33203 -2.07972
H: -3.36891 -0.87745 -2.70855
H: -3.53359 -1.25095 -0.04198
H: 0.16329 -3.13404 -1.46009
H: -1.11291 -2.06088 -3.58492
Sn: -0.22174 0.28902 -0.67742
C: 0.47794 2.50246 5.98851
C: -0.34106 1.63428 5.05412
N: 0.42562 1.31147 3.81140
C: -0.23017 0.42767 2.96301
S: -1.19047 1.03415 1.67578
N: -0.21887 -0.85745 3.29979
C: 0.59702 -1.41004 4.39967
C: -0.26131 -2.10185 5.44111
H: 1.45435 2.05468 6.19791
H: -0.06717 2.60117 6.93122
H: 0.61935 3.50691 5.57996
H: -0.61735 0.69079 5.53994
H: -1.28027 2.13168 4.75745
H: 0.61610 2.18357 3.31405
H: -0.78741 -1.48846 2.73823
H: 1.31593 -2.10738 3.94971
H: 1.16241 -0.56893 4.81015
H: -0.52057 -3.11569 5.12052
H: 0.28853 -2.19118 6.38115
H: -1.19046 -1.55497 5.63897

For the HOMO-LUMO gap, the calculation gives 4.04 eV. As for the calculated total energy: -39843.2511 eV. Its energy above the lowest of the compared OMol25 structures with the same formula, charge and spin is 0.0 kcal/mol. The charge is +1.


Here is a molecular structure, C24H19N3O4 at a distorted geometry from the Open Molecules 2025 dataset. Energies are from wB97M-V/def2-TZVPD.

Element x y z (Å)
C: -2.37499 0.85757 7.34332
C: -2.37222 0.03465 6.09186
C: -2.63248 0.58142 4.94536
C: -2.52721 -0.03424 3.58314
C: -2.22106 -1.40760 3.43142
C: -1.73084 -1.88269 4.68588
C: -1.80309 -1.07436 5.87022
H: -1.59027 -1.89723 6.84268
H: -1.37798 -3.09414 4.70523
H: -2.02785 -1.90730 2.64810
C: -2.66428 0.65865 2.42066
O: -3.49625 1.54870 2.32673
N: -2.42556 0.23715 1.07118
C: -2.34887 0.67586 -0.02561
C: -3.30092 1.63460 -0.49927
C: -3.33326 2.27472 -1.78209
C: -2.81650 1.62686 -2.82049
C: -1.84349 0.56291 -2.49364
C: -1.70540 -0.07476 -1.01860
C: -0.68975 -0.99641 -0.81492
O: -0.58046 -1.66163 0.16539
O: 0.05328 -1.41719 -1.94864
C: 0.89381 -2.57578 -1.73949
H: 1.01162 -2.71833 -0.72490
H: 0.47203 -3.73618 -2.35726
C: 2.14376 -2.23562 -2.27344
O: 2.94891 -2.94407 -2.42515
N: 2.34309 -1.04418 -2.70064
C: 3.42194 -0.15869 -3.41477
C: 3.14076 1.12313 -3.75809
C: 4.25492 1.66113 -4.28894
C: 5.41711 1.05447 -4.58180
C: 5.65881 -0.16387 -4.03533
C: 4.52885 -0.83783 -3.62307
H: 4.73215 -1.85947 -3.26656
H: 6.73556 -0.68299 -4.04967
C: 6.45015 1.72386 -5.11233
N: 7.48047 2.70025 -5.45669
H: 4.10171 2.77204 -4.64831
H: 2.39234 1.53828 -3.64180
H: 1.35535 -0.22882 -2.70108
H: -1.10573 0.13944 -3.23138
H: -2.77237 1.87380 -3.88226
H: -4.11695 3.05301 -2.09387
H: -3.71315 2.14581 0.28010
H: -1.74982 -0.50418 1.37439
H: -3.04401 1.75772 4.77499
H: -1.56226 1.25541 7.59644
H: -2.71499 -0.00355 8.11284
H: -2.89462 1.64968 7.14015

For the HOMO-LUMO gap, the calculation gives 7.69 eV. As for the calculated total energy: -37837.0160 eV. Its energy above the lowest of the compared OMol25 structures with the same formula, charge and spin is 491.5 kcal/mol. The charge is 0.